No. 1
{
  "formula": "C6H14S2",
  "method": "the ωB97M-V functional and the def2-TZVPD basis",
  "gap_ev": 9.48,
  "e_above_lowest_ev": 0.931,
  "homo_ev": -8.70,
  "species": ["C", "C", "C", "S", "S", "C", "C", "C", "H", "H", "H", "H", "H", "H", "H", "H", "H", "H", "H", "H", "H", "H"],
  "positions_angstrom": [[0.630085, -2.736330, -1.455916], [0.321800, -1.398573, -1.961453], [1.356220, -0.296717, -1.786461], [1.665229, 0.218134, -0.061802], [0.307924, -0.682303, 1.202290], [-1.138100, 0.424452, 0.981124], [-0.906409, 1.891396, 1.252486], [-0.495779, 2.183317, 2.645507], [-0.093013, -3.526092, -1.777918], [1.663473, -3.174534, -1.760469], [0.686958, -2.801821, -0.363090], [0.156415, -1.408211, -3.127036], [-0.632239, -0.945806, -1.522337], [2.289252, -0.391850, -2.309459], [0.813567, 0.550695, -2.079889], [-1.539969, 0.432678, -0.023866], [-1.888009, 0.043700, 1.637795], [-1.886221, 2.265968, 1.005301], [-0.182748, 2.435743, 0.628798], [0.156028, 1.437447, 3.124919], [0.112642, 3.082316, 2.479335], [-1.397106, 2.396392, 3.272143]],
  "forces_ev_per_angstrom": [[1.7, -3.3, 0.4], [-1.2, 1.8, -2.4], [-1.1, -0.5, 1.3], [0.7, -0.4, 1.0], [-0.2, 0.6, -0.8], [1.1, 0.4, -0.9], [0.0, -0.6, -0.4], [-0.1, 1.3, 1.2], [0.4, 0.8, 0.2], [-1.5, 1.1, 0.0], [-0.3, 0.2, -0.2], [0.1, -0.2, 2.1], [1.1, -1.0, -0.5], [0.4, -0.3, -0.1], [-0.2, 1.4, -1.3], [0.0, -0.9, -0.4], [-0.6, -0.3, 0.6], [-0.4, 0.9, 0.1], [-0.3, -1.0, -0.6], [-0.4, 0.1, -0.3], [-0.2, 0.1, 1.2], [1.0, -0.1, -0.1]]
}

No. 2
{
  "formula": "C26H26F6N2O3Tc",
  "method": "the ωB97M-V functional and the def2-TZVPD basis",
  "multiplicity": 4,
  "gap_ev": [7.43, 6.96],
  "e_above_lowest_ev": 0.988,
  "homo_ev": [-7.84, -8.06],
  "species": ["Tc", "O", "C", "C", "C", "C", "C", "C", "C", "N", "C", "C", "N", "C", "C", "C", "C", "C", "C", "C", "O", "H", "H", "H", "H", "H", "H", "H", "H", "H", "H", "H", "H", "H", "H", "C", "C", "O", "C", "F", "F", "F", "C", "F", "F", "F", "H", "H", "H", "C", "C", "C", "C", "C", "C", "H", "H", "H", "H", "H", "H", "H", "H", "H"],
  "positions_angstrom": [[0.698067, -0.559699, -1.221266], [0.956506, 1.357464, -0.804575], [0.344889, 2.427075, -1.261315], [0.926157, 3.682129, -1.003854], [0.311708, 4.843631, -1.405869], [-0.917810, 4.816991, -2.077581], [-1.500504, 3.604380, -2.339735], [-0.885341, 2.396511, -1.964159], [-1.586204, 1.168236, -2.199035], [-1.100087, -0.013832, -2.067028], [-2.018053, -1.144887, -1.919265], [-1.964750, -1.439045, -0.421676], [-0.567762, -1.432393, 0.000108], [-0.418344, -1.251151, 1.433010], [0.969883, -1.529776, 1.995687], [1.061864, -1.894567, 3.332914], [2.283300, -2.108573, 3.947068], [3.448101, -1.956786, 3.203423], [3.378751, -1.594836, 1.873232], [2.147093, -1.366481, 1.253134], [2.134558, -0.998158, -0.028190], [1.868670, 3.696813, -0.472721], [0.781349, 5.795514, -1.192645], [-1.399456, 5.738602, -2.372233], [-2.456577, 3.558932, -2.849500], [-2.641044, 1.256072, -2.464916], [-1.626700, -1.989213, -2.480802], [-3.028033, -0.893573, -2.247138], [-2.412359, -2.413905, -0.201006], [-2.531848, -0.664112, 0.115235], [-1.099246, -1.967293, 1.908129], [0.149699, -2.014727, 3.907762], [2.328427, -2.386398, 4.991384], [4.414170, -2.129373, 3.660178], [4.271571, -1.477109, 1.272301], [0.639782, -4.102166, -3.854035], [1.269688, -3.364668, -2.667634], [0.685163, -2.140088, -2.524287], [1.034362, -4.225145, -1.399637], [1.696387, -3.768904, -0.333417], [1.379119, -5.511015, -1.572163], [-0.276688, -4.215541, -1.095633], [2.801034, -3.210041, -2.924358], [3.506235, -4.302765, -2.604651], [3.041116, -2.958518, -4.223306], [3.316334, -2.187152, -2.236710], [-0.408599, -4.290017, -3.628679], [1.141892, -5.047645, -4.051046], [0.701052, -3.465484, -4.732291], [-2.117382, 3.297662, 1.220952], [-1.602190, 2.592727, 2.481908], [-2.715821, 2.519972, 3.535000], [-0.395854, 3.354062, 3.049975], [-1.175637, 1.226839, 2.139431], [-0.831439, 0.118150, 1.830263], [-2.383925, 4.330460, 1.454642], [-3.002301, 2.790523, 0.832806], [-1.353008, 3.304080, 0.441544], [-3.034791, 3.526851, 3.813190], [-2.363724, 2.009191, 4.431434], [-3.579094, 1.978927, 3.145901], [-0.684205, 4.376525, 3.302709], [0.414748, 3.385657, 2.320990], [-0.022902, 2.861061, 3.948042]],
  "forces_ev_per_angstrom": [[0.0, -1.2, 0.6], [0.1, -0.1, -0.1], [-0.2, 0.1, -0.1], [0.1, 0.0, 0.0], [-0.1, 0.0, -0.1], [0.0, 0.1, 0.0], [0.0, -0.1, -0.1], [0.3, 0.1, 0.0], [0.0, -0.1, 0.0], [-0.6, 0.4, -0.3], [0.0, -0.1, 0.1], [0.0, 0.0, -0.1], [0.4, 0.0, -0.5], [0.3, 0.5, 0.2], [-0.1, -0.1, -0.2], [0.0, -0.1, 0.0], [0.0, 0.0, 0.0], [-0.1, 0.0, 0.0], [0.0, 0.0, -0.2], [-0.2, 0.0, 0.4], [0.1, 0.1, -0.4], [0.0, 0.0, 0.0], [0.0, 0.0, 0.0], [0.0, 0.0, 0.0], [0.0, 0.0, 0.0], [0.0, 0.0, 0.0], [0.0, 0.0, -0.1], [0.0, 0.0, 0.0], [0.0, 0.0, 0.0], [0.0, 0.0, 0.0], [0.0, 0.0, 0.0], [0.0, 0.0, 0.0], [0.0, 0.0, 0.0], [0.0, 0.0, 0.0], [0.0, 0.0, 0.0], [0.0, 0.0, 0.1], [0.2, -0.4, 0.0], [0.0, 1.0, 0.4], [-0.1, 0.1, 0.0], [0.0, 0.0, 0.0], [0.0, 0.0, 0.0], [0.0, 0.0, 0.0], [-0.1, 0.1, 0.0], [0.0, -0.1, 0.0], [0.0, 0.1, -0.1], [0.0, 0.0, 0.1], [0.0, 0.0, 0.0], [0.0, 0.0, 0.0], [0.0, 0.0, 0.0], [0.1, 0.0, 0.0], [0.1, 0.0, 0.1], [0.0, 0.0, 0.0], [0.0, 0.0, 0.0], [-0.1, 0.0, -0.2], [-0.1, -0.1, 0.2], [0.0, 0.0, 0.0], [0.0, 0.0, 0.0], [-0.1, 0.1, 0.1], [0.0, 0.0, 0.0], [0.0, 0.0, 0.0], [0.0, 0.0, 0.0], [0.0, 0.0, 0.0], [0.0, 0.0, 0.0], [0.0, 0.0, 0.0]]
}

No. 3
{
  "formula": "C13H28B3ClN2O6",
  "method": "the ωB97M-V functional and the def2-TZVPD basis",
  "gap_ev": 9.35,
  "homo_ev": -9.00,
  "species": ["C", "C", "C", "C", "C", "B", "O", "B", "Cl", "O", "B", "C", "C", "O", "O", "H", "H", "H", "H", "H", "H", "H", "H", "H", "H", "H", "H", "H", "H", "C", "O", "N", "C", "C", "H", "H", "H", "H", "H", "H", "H", "C", "O", "N", "C", "C", "H", "H", "H", "H", "H", "H", "H"],
  "positions_angstrom": [[2.854037, -0.587237, 2.240914], [2.103931, 0.685925, 1.837431], [2.345415, 1.100775, 0.382011], [2.142845, 2.596673, 0.150243], [3.210497, 3.447842, 0.884804], [0.710435, 3.043845, 0.602997], [0.466962, 4.245677, 1.260174], [-0.343590, 4.017434, 2.346645], [0.175288, 4.655318, 3.904731], [-1.469176, 3.252731, 2.226640], [-1.348884, 2.187189, 1.351074], [-2.288597, 0.927474, 1.459463], [-2.224416, 0.096025, 0.205976], [-3.224498, -0.257487, -0.414244], [-0.383024, 2.205714, 0.367971], [3.843904, -0.348124, 2.614027], [2.315085, -1.029815, 3.076463], [2.916524, -1.291516, 1.425112], [2.336826, 1.490915, 2.532566], [1.036943, 0.485794, 1.942848], [1.605946, 0.568907, -0.216793], [3.311103, 0.759222, 0.027588], [2.242959, 2.838254, -0.910162], [3.253810, 4.434621, 0.440002], [4.173977, 2.954869, 0.809817], [2.957288, 3.568077, 1.931781], [-3.327250, 1.200006, 1.611457], [-1.944071, 0.282019, 2.267886], [-1.234684, -0.202043, -0.175427], [4.304735, -2.148629, -1.297140], [4.204758, -1.513198, -0.263062], [4.925420, -1.708452, -2.402972], [5.015381, -2.509002, -3.608604], [5.525274, -0.383771, -2.382860], [3.882087, -3.160604, -1.409169], [6.060918, -2.692164, -3.862780], [4.534733, -1.992591, -4.441470], [4.519599, -3.464805, -3.456363], [6.281411, -0.325885, -1.599667], [4.764862, 0.369982, -2.176851], [5.984392, -0.180174, -3.346235], [-7.520809, -3.755060, -0.630030], [-8.358150, -4.324513, 0.041711], [-7.208219, -2.452368, -0.520398], [-6.195536, -1.823606, -1.349936], [-7.912552, -1.652238, 0.465732], [-6.932347, -4.275959, -1.404929], [-5.401218, -1.410181, -0.729094], [-6.642100, -1.017910, -1.936656], [-5.764781, -2.555045, -2.029883], [-7.753501, -2.060014, 1.464391], [-8.984026, -1.663011, 0.263581], [-7.545917, -0.629888, 0.428689]],
  "forces_ev_per_angstrom": [[-0.6, 0.5, 0.6], [0.1, -0.4, -0.3], [-0.6, 0.0, 0.0], [0.3, 0.7, 0.5], [-0.5, -0.4, -0.3], [0.1, 0.1, -1.3], [0.2, -0.8, 0.6], [0.0, 1.0, 0.0], [-0.3, 0.0, -0.1], [0.3, -0.6, 0.4], [-0.5, -0.2, -0.5], [0.1, 0.0, -0.9], [-1.6, -0.6, -0.9], [1.4, 0.5, 0.9], [0.2, 0.1, 0.8], [0.3, -0.1, -0.2], [0.0, -0.3, 0.1], [0.1, -0.1, 0.0], [0.1, 0.1, 0.1], [-0.2, 0.1, 0.1], [0.0, -0.2, -0.2], [0.3, 0.1, 0.1], [-0.1, -0.2, -0.3], [0.2, 0.2, 0.0], [0.3, 0.1, 0.0], [0.1, 0.1, 0.2], [-0.2, 0.0, 0.3], [0.0, 0.1, 0.3], [0.1, 0.0, 0.2], [-0.1, -0.1, 0.1], [0.2, -0.1, -0.3], [0.1, 0.0, -0.2], [0.1, 0.2, 0.1], [-0.1, -0.1, 0.1], [0.0, 0.0, 0.0], [0.0, 0.0, -0.1], [0.0, -0.1, 0.0], [0.0, 0.0, 0.0], [0.0, 0.0, 0.0], [0.0, 0.0, 0.0], [0.0, 0.0, 0.0], [0.0, -0.1, -0.1], [-0.1, 0.0, 0.1], [0.1, 0.1, -0.1], [-0.2, 0.1, 0.2], [0.0, -0.2, 0.0], [0.0, 0.0, 0.0], [0.1, 0.0, -0.1], [0.1, 0.0, -0.1], [0.0, 0.0, 0.0], [0.0, 0.0, 0.0], [0.0, 0.0, 0.0], [0.0, 0.0, 0.0]]
}

No. 4
{
  "formula": "C2ClN5",
  "method": "the ωB97M-V functional and the def2-TZVPD basis",
  "gap_ev": 11.04,
  "e_above_lowest_ev": 1.251,
  "homo_ev": -11.27,
  "species": ["N", "C", "C", "N", "N", "N", "N", "Cl"],
  "positions_angstrom": [[0.138945, 2.531968, 0.249513], [-0.567426, 1.696763, 0.051805], [-0.703764, 0.198670, -0.108596], [-1.313530, -0.652175, 0.556657], [-0.525707, -1.830805, 0.560338], [0.525648, -1.610159, 0.020338], [0.460915, -0.390116, -0.503952], [1.984916, 0.055855, -0.826102]],
  "forces_ev_per_angstrom": [[2.7, 4.7, 0.9], [-3.1, -6.7, -1.5], [3.0, 3.9, -0.2], [-2.9, -2.7, 1.8], [-4.3, -0.1, 2.4], [1.7, -0.5, -2.0], [1.1, -0.8, -0.2], [1.9, 2.1, -1.2]]
}

No. 5
{
  "formula": "C7H11N2",
  "method": "the ωB97M-V functional and the def2-TZVPD basis",
  "total_charge": 1,
  "gap_ev": 10.51,
  "e_above_lowest_ev": 4.273,
  "homo_ev": -14.76,
  "species": ["C", "C", "C", "C", "N", "C", "C", "C", "N", "H", "H", "H", "H", "H", "H", "H", "H", "H", "H", "H"],
  "positions_angstrom": [[1.425430, 1.829480, -0.501904], [1.033858, 0.334349, -0.583932], [0.934126, -0.640298, 0.530510], [1.175358, -2.169044, 0.212934], [-0.319652, -0.017911, -0.010646], [-1.177806, 0.842314, 0.730184], [-2.490154, 0.653352, 0.457680], [-2.471230, -0.446360, -0.540276], [-1.274302, -0.784420, -0.804036], [1.090460, 2.312556, 0.388173], [0.925312, 2.356654, -1.266153], [2.458894, 2.061452, -0.422372], [1.151338, 0.021817, -1.559236], [1.094132, -0.332814, 1.623118], [0.788012, -2.670814, -0.626081], [0.914300, -2.758948, 1.020321], [2.281010, -2.501007, 0.168514], [-0.750738, 1.680532, 1.377476], [-3.403230, 1.066684, 0.774263], [-3.385118, -0.837578, -0.968544]],
  "forces_ev_per_angstrom": [[-0.9, -1.2, 1.3], [0.4, 2.6, 2.4], [1.1, -1.8, 0.1], [2.9, 1.1, 0.6], [-3.8, -0.2, -0.7], [-0.5, 3.3, 2.2], [2.4, -1.7, -1.1], [0.6, 1.8, 1.5], [1.5, -2.1, -1.6], [-0.6, 0.0, 1.0], [-0.2, 0.5, -1.3], [1.1, -0.4, -0.7], [0.0, -1.5, -1.8], [-0.1, -0.3, -1.9], [-1.1, 0.4, -1.4], [-1.2, -0.9, 1.9], [-1.2, 1.5, 0.0], [-0.5, -1.6, -0.9], [-0.5, 0.9, 0.8], [0.5, -0.4, -0.4]]
}

No. 6
{
  "formula": "C5H8IN2O",
  "method": "the ωB97M-V functional and the def2-TZVPD basis",
  "total_charge": 1,
  "gap_ev": 9.54,
  "e_above_lowest_ev": 0.000,
  "homo_ev": -13.94,
  "species": ["C", "C", "N", "C", "C", "I", "C", "O", "N", "H", "H", "H", "H", "H", "H", "H", "H"],
  "positions_angstrom": [[-1.223265, 2.205358, -0.580257], [-0.411901, 1.011663, -0.105841], [-0.921808, -0.127632, -0.136419], [0.398198, -1.169544, 0.579574], [0.538603, -2.341361, -0.400084], [-0.296878, -1.713002, 2.593093], [1.446328, -0.068654, 0.719875], [2.569079, -0.168614, 0.996114], [0.830099, 1.135569, 0.378761], [-1.164726, 3.036421, 0.162904], [-2.131089, 2.076608, -0.933783], [-0.625083, 2.604885, -1.363673], [-1.906740, -0.468212, -0.424733], [1.190400, -2.996080, 0.162563], [0.882223, -2.100208, -1.466443], [-0.362357, -3.028659, -0.447381], [1.188916, 2.111462, 0.265730]],
  "forces_ev_per_angstrom": [[5.8, 1.5, 2.7], [-2.4, 3.0, -0.6], [0.5, -5.4, 1.3], [-3.7, 0.4, -1.2], [-0.3, -0.4, 0.0], [0.4, 0.3, -1.2], [-1.7, 0.2, -1.2], [2.5, -0.7, 0.9], [-0.9, 2.3, -0.8], [-0.4, -0.8, -0.2], [-4.4, -1.2, -1.3], [0.5, 0.5, -1.1], [2.4, 1.1, 0.7], [1.0, -0.3, -0.5], [-0.3, -0.1, 1.8], [0.5, 1.4, 0.1], [0.6, -1.6, 0.7]]
}

No. 7
{
  "formula": "C6H12NO",
  "method": "the ωB97M-V functional and the def2-TZVPD basis",
  "multiplicity": 3,
  "total_charge": 1,
  "gap_ev": [4.90, 10.13],
  "e_above_lowest_ev": 0.884,
  "homo_ev": [-8.42, -15.79],
  "species": ["C", "C", "C", "C", "C", "C", "N", "O", "H", "H", "H", "H", "H", "H", "H", "H", "H", "H", "H", "H"],
  "positions_angstrom": [[-1.100544, -1.276221, -0.159965], [-1.418254, -0.000940, 0.043960], [0.400093, -1.487392, 0.089245], [0.819486, 0.076785, 0.199938], [-2.759352, 0.665870, -0.077515], [1.941370, 0.458257, 1.313232], [1.363563, 0.519494, -1.254895], [-0.343937, 0.856715, 0.340049], [-1.879609, -1.838468, -0.442926], [0.441928, -2.022057, 1.129510], [0.896342, -2.141145, -0.638035], [-2.771026, 1.389846, -0.991646], [-2.858938, 1.308201, 0.866439], [-3.471097, -0.144613, -0.228311], [1.787997, 1.549653, 1.585835], [2.807153, 0.328896, 0.662848], [1.741016, -0.276557, 2.119822], [0.669213, 0.262322, -2.001494], [2.321886, 0.181941, -1.268450], [1.412709, 1.589419, -1.287640]],
  "forces_ev_per_angstrom": [[5.8, -5.3, -1.1], [-3.7, 9.9, 2.1], [-2.2, 0.4, 1.5], [0.3, 0.2, 0.8], [2.0, 1.1, -0.1], [-2.7, 0.3, -2.5], [-0.9, 1.8, 1.1], [0.6, -2.1, -0.3], [-1.9, -3.0, -1.1], [0.6, 1.1, -1.4], [0.2, 0.4, 0.2], [-0.2, -1.1, 1.3], [-0.6, -0.9, -1.3], [-0.4, 0.5, 0.3], [0.3, -1.5, -0.1], [0.8, -0.2, 1.3], [0.8, 0.7, -0.4], [1.3, -0.3, 0.6], [0.0, -0.4, -1.1], [-0.1, -1.7, 0.3]]
}

No. 8
{
  "formula": "C3H3NO2",
  "method": "the ωB97M-V functional and the def2-TZVPD basis",
  "gap_ev": 11.00,
  "e_above_lowest_ev": 3.855,
  "homo_ev": -10.33,
  "species": ["O", "C", "C", "C", "N", "O", "H", "H", "H"],
  "positions_angstrom": [[0.827213, 1.089460, -1.982852], [0.461203, 0.749052, -0.926322], [0.371132, -0.799461, -0.587146], [-0.300111, -0.759660, 0.567251], [-0.880400, 0.577756, 1.044688], [0.031085, 1.538153, 0.166962], [0.678114, -1.400817, -1.444135], [-0.806136, -1.617837, 1.089631], [-0.382102, 0.623354, 2.071923]],
  "forces_ev_per_angstrom": [[0.6, 2.0, -1.3], [-0.7, -3.2, 2.3], [-0.9, 4.3, 0.9], [-2.4, -1.1, 0.0], [5.4, -1.1, 0.3], [-1.2, -1.9, 0.0], [-0.1, -0.5, 1.1], [0.8, 0.9, -0.3], [-1.4, 0.5, -3.0]]
}